Version a
ORCA calculation (ωB97M-V with the def2-TZVPD basis set) on a cluster of 2 separate species, C3H11N3O in total.

CARTESIAN COORDINATES (ANGSTROEM)
H (-0.483, -0.738, -2.518)
N (-0.683, -1.519, -1.857)
N (0.151, -1.661, -0.983)
C (1.316, -0.827, -0.880)
O (1.505, 0.116, -1.887)
H (2.170, -1.517, -0.826)
H (1.156, -0.179, 0.072)
H (1.609, 0.102, -2.841)
C (-0.136, 1.554, 0.767)
C (-1.306, 0.514, 1.354)
N (-0.894, -0.809, 1.654)
H (0.186, 1.480, -0.271)
H (0.628, 1.675, 1.533)
H (-0.661, 2.507, 0.718)
H (-2.099, 0.492, 0.609)
H (-1.677, 0.992, 2.263)
H (-0.096, -0.823, 2.279)
H (-0.687, -1.358, 0.816)

The frontier orbital gap comes out at 9.227 eV. The value obtained for the LUMO energy is 0.5266 eV. As for the multiplicity: 1. The SMILES is [H]/N=N\CO.CCN. The calculation puts the highest occupied orbital energy at -8.700 eV. As for the total charge: 0.

=====

Version b
ORCA calculation (ωB97M-V with the def2-TZVPD basis set) on a cluster of 2 separate species, C3H11N3O in total.

CARTESIAN COORDINATES (ANGSTROEM)
C (-1.636, -0.971, -0.584)
C (-0.310, -1.126, 1.599)
C (-0.521, -0.381, 0.279)
O (-1.406, 1.649, -0.338)
N (-0.524, 1.001, 0.527)
H (-1.334, 2.571, -0.063)
H (-2.605, -0.809, -0.107)
H (-1.479, -2.044, -0.697)
H (-1.662, -0.511, -1.569)
H (0.002, -2.154, 1.406)
H (-1.233, -1.140, 2.183)
H (0.461, -0.643, 2.201)
N (2.615, 1.217, -1.218)
N (1.464, 0.933, -0.567)
H (2.504, 1.389, -2.205)
H (3.490, 0.806, -0.909)
H (1.707, 0.721, 0.401)
H (0.465, -0.508, -0.338)

The frontier orbital gap (spin up / spin down) comes out at 8.755 / 8.214 eV. The value obtained for the LUMO energy (spin up / spin down) is 0.9695 / 0.7166 eV. As for the multiplicity: 1. The calculation puts the highest occupied orbital energy (spin up / spin down) at -7.785 / -7.498 eV. As for the total charge: 0.

=====

Among the structures above, stability is greatest for version a.